Record 1
The following is a quantum chemistry calculation of C4H6O as an isolated structure, from the OMol25 dataset.

Net charge: 0
Gap between HOMO and LUMO (eV): 5.7
Energy above the lowest of the compared OMol25 structures with the same formula, charge and spin (kJ/mol): 472.2
F_max (eV/Å): 3.5
LUMO energy (eV): -1.3889

The geometry in XYZ format:
```
11
Properties=species:S:1:pos:R:3:forces:R:3
C -1.510116 1.052554 -0.141871 1.4423 -0.1045 1.0358
C -0.633428 -0.038861 0.039999 -1.9328 2.5872 -1.4489
O -0.799113 -1.100656 -0.582389 0.8591 -1.7524 -0.0739
C 0.670540 0.150303 0.724035 1.3815 1.3619 -2.0859
C 1.966865 -0.042113 -0.008687 0.1491 0.2192 3.0789
H -2.241505 0.926382 -0.925991 -0.0123 -0.0308 -0.0319
H -1.395667 2.051765 0.287385 -0.0152 -0.5091 0.2375
H 2.906829 -0.285161 0.597381 -1.6066 0.8114 -0.4402
H 0.623728 0.177642 1.797824 0.6768 0.0224 0.4544
H 2.271983 0.151841 -1.048388 -1.4756 -0.4636 0.2736
H 1.264375 -0.948513 0.270041 0.5336 -2.1416 -0.9994
```
Forces are in eV/Å.

Atomic partial charges in e from the natural (NBO) method, atoms 1 to 2: C -0.565; C 0.272

Record 2
The following is a quantum chemistry calculation of C4H6O in the gas phase, from the OMol25 dataset.

SMILES string: C=C=COC
Net charge: 0
Gap between HOMO and LUMO (eV): 10.5
Energy above the lowest of the compared OMol25 structures with the same formula, charge and spin (kJ/mol): 187.1
F_max (eV/Å): 0.3
LUMO energy (eV): 1.0683

The geometry in XYZ format:
```
11
Properties=species:S:1:pos:R:3:forces:R:3
C -0.330707 -1.065382 -1.543534 -0.0902 -0.0342 -0.3300
O 0.136869 -1.175349 -0.214144 0.0830 -0.1501 0.0766
C 0.870991 1.693354 1.403979 -0.0797 -0.0934 -0.0232
C 0.094322 0.681205 1.135134 0.1167 -0.0247 -0.1221
C -0.499312 -0.417251 0.743602 0.0517 0.2104 0.1601
H -0.700895 -0.058437 -1.774911 0.0820 -0.1325 0.1391
H -1.120275 -1.800085 -1.746881 0.0291 0.1239 0.0266
H 0.527869 -1.278503 -2.186053 -0.1843 -0.0060 0.0249
H 1.720160 1.570588 2.071442 -0.1907 0.0991 0.0761
H 0.722168 2.664374 0.939522 0.0080 -0.1087 0.0651
H -1.421190 -0.814515 1.171845 0.1745 0.1163 -0.0931
```
Forces are in eV/Å.

Atomic partial charges in e from the natural (NBO) method, atoms 1 to 2: C -0.246; O -0.530

Record 3
The following is a quantum chemistry calculation of a 2-piece molecular cluster, C4H6O overall, from the OMol25 dataset.

Net charge: 0
Gap between HOMO and LUMO (alpha / beta) (eV): 7.5 / 8.6
Energy above the lowest of the compared OMol25 structures with the same formula, charge and spin (kJ/mol): 593.7
F_max (eV/Å): 2.4
LUMO energy (alpha / beta) (eV): -0.8150 / 0.0754

The geometry in XYZ format:
```
11
Properties=species:S:1:pos:R:3:forces:R:3
C 1.493654 0.162637 -1.278474 0.5610 1.6823 -0.0310
C 0.552672 0.166573 -0.395768 -2.1695 -0.3569 -0.1063
C 1.789004 -0.469967 0.035657 -1.2156 -0.7615 1.0776
C -1.971726 0.155291 0.285016 2.2456 -0.0515 0.8726
O 2.449927 -0.028517 1.143064 1.2994 0.2374 0.4722
H 2.050969 0.648057 -2.041097 0.0184 -0.0742 -0.8486
H 1.839832 -1.511212 0.092942 0.3312 -1.7345 -0.2423
H -1.726651 1.149534 0.709824 -0.5785 -0.8665 -0.3958
H -1.842171 -0.736915 0.955832 -0.2782 1.1108 -0.9393
H -2.411025 0.058519 -0.696180 -0.0192 0.0217 0.1085
H 2.269662 0.888377 1.310868 -0.1945 0.7930 0.0324
```
Forces are in eV/Å.

Atomic partial charges in e from the natural (NBO) method, atoms 1 to 2: C -0.313; C 0.017

Record 4
The following is a quantum chemistry calculation of a 2-piece molecular cluster, C4H6O overall, from the OMol25 dataset.

SMILES string: C#CC.C=O
Net charge: 0
Gap between HOMO and LUMO (eV): 10.6
Energy above the lowest of the compared OMol25 structures with the same formula, charge and spin (kJ/mol): 246.9
F_max (eV/Å): 3.5
LUMO energy (eV): 0.9659

The geometry in XYZ format:
```
11
Properties=species:S:1:pos:R:3:forces:R:3
C -0.847982 1.419251 -0.210179 -0.4641 1.7456 -1.9371
C -0.825216 0.650636 0.683809 0.5624 -0.8442 2.0412
C 1.342519 -0.597532 -1.842937 0.4284 2.9108 -1.7872
C -0.720216 -0.276057 1.800945 2.6112 -2.1157 -0.9918
O 0.874376 -0.988044 -0.836440 -0.2763 -1.9389 0.8720
H -0.951196 2.102309 -1.029234 0.0971 -0.2153 0.2756
H 1.462711 -1.103604 -2.855421 -0.1181 -0.2610 1.1407
H 1.592809 0.525080 -1.869186 0.1700 -1.0134 -0.3062
H 0.231876 -0.194448 2.452185 -1.5400 0.4142 -1.1210
H -0.573350 -1.320494 1.301136 -0.6497 1.5757 1.1176
H -1.586332 -0.217097 2.405320 -0.8210 -0.2578 0.6962
```
Forces are in eV/Å.

Atomic partial charges in e from the natural (NBO) method, atoms 1 to 2: C -0.297; C 0.040

Record 5
The following is a quantum chemistry calculation of C4H6O in the gas phase, from the OMol25 dataset.

SMILES string: C#CCCO
Net charge: 0
Gap between HOMO and LUMO (eV): 11.2
Energy above the lowest of the compared OMol25 structures with the same formula, charge and spin (kJ/mol): 131.6
F_max (eV/Å): 1.1
LUMO energy (eV): 0.9734

The geometry in XYZ format:
```
11
Properties=species:S:1:pos:R:3:forces:R:3
O -1.100203 -1.122589 0.984853 -0.5912 -0.0661 -0.1561
C -1.157902 -0.532177 -0.296869 0.1744 -0.0202 -0.1057
C -0.268976 0.701187 -0.322051 -0.2417 0.2577 -0.2100
C 1.091938 0.424129 0.109864 1.1065 0.0903 -0.0059
C 2.257871 0.275925 0.378651 -0.5286 0.2109 -0.2918
H -0.174359 -1.116019 1.233038 0.3052 -0.1777 0.2405
H -0.856875 -1.247578 -1.078812 -0.0171 0.1420 0.1547
H -2.178323 -0.206812 -0.506912 -0.0413 -0.2434 0.1786
H -0.223392 1.109152 -1.337295 -0.0669 0.0469 0.0941
H -0.707661 1.459605 0.335287 0.0725 -0.0420 -0.0921
H 3.317884 0.255182 0.500247 -0.1717 -0.1983 0.1936
```
Forces are in eV/Å.

Atomic partial charges in e from the natural (NBO) method, atoms 1 to 2: O -0.711; C -0.045

Record 6
The following is a quantum chemistry calculation of C4H6O as an isolated structure, from the OMol25 dataset.

Net charge: 0
Gap between HOMO and LUMO (eV): 8.7
Energy above the lowest of the compared OMol25 structures with the same formula, charge and spin (kJ/mol): 225.4
F_max (eV/Å): 2.4
LUMO energy (eV): 0.6793

The geometry in XYZ format:
```
11
Properties=species:S:1:pos:R:3:forces:R:3
C 1.503486 0.003324 0.081018 -0.0336 -0.1352 0.2996
C 0.014830 -0.104806 0.030578 0.4388 -1.3426 -0.2297
C -0.873683 -1.100518 -0.260157 2.3071 0.3426 0.7291
C -1.003022 0.927957 0.092082 -1.4798 -1.1882 -0.6665
O -2.000588 -0.483140 -0.484041 -0.9338 2.1181 0.1726
H -0.790367 -2.185811 -0.204205 -0.1763 0.1206 -0.2427
H 1.878173 0.045533 1.108551 0.0520 0.1268 -0.0650
H 1.855622 0.897414 -0.443791 -0.0355 -0.0674 0.0346
H 1.968713 -0.867305 -0.386434 -0.0666 0.0893 -0.0196
H -1.633936 1.027248 0.970906 0.1840 0.0848 0.0993
H -0.919228 1.840103 -0.504505 -0.2564 -0.1488 -0.1116
```
Forces are in eV/Å.

Atomic partial charges in e from the natural (NBO) method, atoms 1 to 2: C -0.629; C -0.242

Record 7
The following is a quantum chemistry calculation of C4H6O in the gas phase, from the OMol25 dataset.

SMILES string: C=CC(=C)O
Net charge: 0
Gap between HOMO and LUMO (eV): 9.6
Energy above the lowest of the compared OMol25 structures with the same formula, charge and spin (kJ/mol): 109.5
F_max (eV/Å): 1.1
LUMO energy (eV): 0.9385

The geometry in XYZ format:
```
11
Properties=species:S:1:pos:R:3:forces:R:3
C 0.403520 1.302128 0.925983 -0.4665 0.2391 0.2162
C -0.291429 0.467937 0.154143 -0.0141 0.2940 -0.6085
O -1.646888 0.321084 0.233592 0.3230 -0.1590 0.4044
C 0.424847 -0.380755 -0.833123 -1.0551 0.2682 -0.0824
C 0.258947 -1.698120 -0.843243 0.2197 -0.3494 0.5964
H -0.065332 1.737075 1.805770 0.0230 0.2582 -0.2341
H 1.414779 1.589128 0.697365 0.2344 -0.3515 0.1320
H -1.934445 1.011690 0.846682 -0.2558 -0.2293 -0.0555
H 1.000188 0.209578 -1.530619 1.0086 -0.3814 0.2633
H -0.582673 -2.144592 -0.318282 0.2679 0.1654 0.3921
H 1.018485 -2.415158 -1.138267 -0.2851 0.2457 -1.0240
```
Forces are in eV/Å.

Atomic partial charges in e from the natural (NBO) method, atoms 1 to 2: C -0.548; C 0.304

Record 8
The following is a quantum chemistry calculation of a 2-piece molecular cluster, C4H6O overall, from the OMol25 dataset.

SMILES string: CC=O.C#C
Net charge: 0
Gap between HOMO and LUMO (eV): 11.2
Energy above the lowest of the compared OMol25 structures with the same formula, charge and spin (kJ/mol): 187.8
F_max (eV/Å): 0.9
LUMO energy (eV): 0.9619

The geometry in XYZ format:
```
11
Properties=species:S:1:pos:R:3:forces:R:3
O 1.781638 0.335681 -0.675687 -0.6751 0.3370 -0.3950
C 0.757403 0.482756 -1.306640 0.0657 -0.7251 -0.3434
C -0.488035 -0.369577 -1.189292 0.0036 0.2500 0.4630
C 0.267219 0.086990 1.908185 -0.7010 -0.1743 0.5450
C -0.636049 -0.043930 2.696426 0.6690 0.1392 -0.3280
H 1.019738 0.155139 1.144605 -0.0403 -0.0020 0.3504
H 0.691247 1.193340 -2.159188 0.2508 0.1609 0.2869
H -0.488708 -1.008443 -2.072237 -0.0513 -0.0821 -0.1193
H -1.392216 0.251361 -1.233472 0.2375 -0.0547 -0.0626
H -0.529173 -0.986791 -0.286879 0.1848 0.1368 -0.2526
H -1.389261 -0.146072 3.445322 0.0564 0.0145 -0.1446
```
Forces are in eV/Å.

Atomic partial charges in e from the natural (NBO) method, atoms 1 to 2: O -0.536; C 0.459